1.
Below is C5H10S in the gas phase, with properties calculated with wB97M-V/def2-TZVPD.

CARTESIAN COORDINATES (ANGSTROEM)
1 C -3.308 0.157 -0.148
2 C -0.649 0.340 0.235
3 C 0.685 -0.094 0.567
4 C 1.763 0.246 -0.213
5 C 3.040 -0.579 -0.182
6 H -4.222 -0.411 -0.313
7 H -3.112 0.838 -0.969
8 H -3.469 0.679 0.798
9 H -0.549 0.938 -0.673
10 H -0.931 0.999 1.055
11 H 0.944 -0.801 1.421
12 H 1.599 0.951 -1.082
13 H 3.189 -1.202 -1.072
14 H 3.884 0.117 -0.068
15 H 3.016 -1.218 0.714
16 S -1.880 -0.961 -0.070

Charge   0
Relative energy (zero: lowest compared OMol25 entry of this formula, charge and spin)   118.1 kJ/mol
Highest occupied orbital energy   -8.5 eV
HOMO-LUMO gap   9.64 eV

2.
Below is an isolated ion of composition C6H10 and charge +1, with properties calculated with wB97M-V/def2-TZVPD.

CARTESIAN COORDINATES (ANGSTROEM)
1 C 0.191 -1.189 -1.281
2 C 0.681 0.271 -0.936
3 C 0.369 1.398 -1.806
4 C -0.563 0.448 0.450
5 C -1.021 -0.501 1.545
6 C 0.009 -0.472 2.476
7 H -0.283 -1.105 -2.266
8 H -0.498 -1.391 -0.438
9 H 0.815 -2.034 -1.304
10 H 1.032 2.154 -2.058
11 H -0.196 1.157 -2.646
12 H -0.133 1.431 0.774
13 H -1.380 0.657 -0.209
14 H 1.760 0.066 -0.451
15 H 0.783 0.332 2.481
16 H 0.106 -0.997 3.428

Charge   +1
Relative energy (zero: lowest compared OMol25 entry of this formula, charge and spin)   642.8 kJ/mol
Multiplicity   2
Highest occupied orbital energy (spin up / spin down)   -14.6 / -14.4 eV
HOMO-LUMO gap (spin up / spin down)   7.26 / 6.77 eV

3.
Below is C35H52AsOP3Ti as an isolated structure, with properties calculated with wB97M-V/def2-TZVPD.

CARTESIAN COORDINATES (ANGSTROEM)
1 Ti -1.665 1.132 -0.857
2 P 2.925 -1.564 0.210
3 P 0.230 2.912 -0.788
4 P -2.095 -1.545 -0.581
5 H -2.163 3.209 -2.679
6 C -2.101 2.127 -2.495
7 C -3.291 1.453 -1.916
8 H -3.956 2.093 -1.338
9 C 4.636 -2.029 0.461
10 C 2.611 0.053 0.941
11 C 1.852 -2.702 1.102
12 C -0.037 4.523 -1.622
13 C 0.854 3.470 0.836
14 C 1.809 2.467 -1.586
15 C -3.642 -1.932 -1.496
16 C -2.408 -2.392 1.024
17 C -1.025 -2.870 -1.260
18 H -1.463 1.642 -3.277
19 H -3.869 0.722 -2.514
20 H 4.913 -1.929 1.521
21 H 5.275 -1.369 -0.144
22 H 4.789 -3.072 0.143
23 H 2.784 0.000 2.030
24 H 1.567 0.339 0.780
25 H 3.273 0.818 0.519
26 H 1.862 -3.681 0.604
27 H 0.827 -2.308 1.115
28 H 2.201 -2.819 2.137
29 H 0.789 5.232 -1.441
30 H -0.970 4.994 -1.290
31 H -0.095 4.332 -2.697
32 H 1.753 4.063 0.635
33 H 1.111 2.636 1.498
34 H 0.105 4.095 1.332
35 H 2.512 3.296 -1.436
36 H 1.662 2.313 -2.659
37 H 2.235 1.550 -1.166
38 H -3.888 -3.002 -1.414
39 H -3.522 -1.698 -2.563
40 H -4.462 -1.337 -1.078
41 H -3.255 -3.091 0.934
42 H -2.649 -1.659 1.798
43 H -1.521 -2.965 1.332
44 H -1.676 -3.648 -1.680
45 H -0.381 -3.308 -0.486
46 H -0.391 -2.466 -2.051
47 C 0.605 -0.546 -3.127
48 C 1.813 -0.713 -3.873
49 C 1.777 -1.347 -5.093
50 C 0.546 -1.654 -5.691
51 C -0.662 -1.285 -5.097
52 C -0.650 -0.728 -3.821
53 O 0.753 -0.334 -1.855
54 H 2.542 -1.552 -1.169
55 H 2.732 -0.402 -3.367
56 H 2.712 -1.586 -5.578
57 H 0.559 -2.132 -6.667
58 H -1.625 -1.429 -5.603
59 H -1.599 -0.523 -3.317
60 C -4.514 5.676 2.588
61 C -3.745 5.604 1.417
62 C -3.083 4.417 1.070
63 C -3.197 3.311 1.925
64 C -3.951 3.372 3.106
65 C -4.579 4.573 3.455
66 As -2.369 1.600 1.418
67 C -1.102 1.367 2.921
68 C -0.536 0.108 3.145
69 C 0.359 -0.074 4.205
70 C 0.718 1.005 5.024
71 C 0.163 2.272 4.773
72 C -0.797 2.444 3.770
73 C -3.850 0.469 2.071
74 C -3.832 -0.112 3.347
75 C -4.815 -1.056 3.682
76 C -5.780 -1.429 2.751
77 C -5.843 -0.788 1.505
78 C -4.924 0.219 1.196
79 H -5.075 6.590 2.826
80 H -3.670 6.473 0.762
81 H -2.508 4.354 0.136
82 H -4.080 2.491 3.742
83 H -5.129 4.640 4.398
84 H -0.819 -0.750 2.530
85 H 0.769 -1.066 4.396
86 H 1.419 0.859 5.854
87 H 0.467 3.130 5.377
88 H -1.324 3.404 3.674
89 H -3.071 0.159 4.083
90 H -4.803 -1.505 4.679
91 H -6.489 -2.227 2.984
92 H -6.606 -1.073 0.773
93 H -5.043 0.809 0.278

Charge   +4
Highest occupied orbital energy (spin up / spin down)   -18.1 / -17.7 eV
HOMO-LUMO gap (spin up / spin down)   2.61 / 1.65 eV

4.
Below is a 7-piece molecular cluster, C5H23O7 overall, with properties calculated with wB97M-V/def2-TZVPD.

CARTESIAN COORDINATES (ANGSTROEM)
1 C 0.144 -0.267 0.508
2 O 0.242 1.029 0.482
3 C -1.288 -0.704 0.994
4 C -1.739 -1.851 0.013
5 C -0.664 -2.934 0.044
6 C -2.205 -1.246 -1.342
7 H 0.396 -0.607 -0.496
8 H 0.944 -0.560 1.530
9 H -2.023 0.147 1.040
10 H -1.520 -1.176 1.959
11 H -2.712 -2.165 0.548
12 H -0.866 -3.768 0.494
13 H -0.348 -3.145 -1.045
14 H 0.416 -2.693 0.431
15 H -1.464 -0.612 -1.643
16 H -3.246 -0.815 -1.344
17 H -2.164 -1.845 -2.291
18 H 2.768 -0.451 -0.521
19 H 3.779 0.149 -1.541
20 O 3.427 -0.652 -1.180
21 H 1.082 1.443 0.038
22 H 2.489 2.849 -0.533
23 O 2.435 1.939 -0.685
24 H -0.511 1.719 1.788
25 H -1.297 2.838 2.559
26 O -1.340 1.992 2.152
27 H 2.092 1.982 -2.071
28 H 1.172 1.061 -2.926
29 O 1.872 1.724 -3.071
30 H -2.375 1.259 0.665
31 H -2.810 1.002 -0.659
32 O -3.031 1.557 0.004
33 H 2.703 1.408 1.448
34 H 3.154 0.376 2.369
35 O 2.487 1.018 2.285

Charge   -1
Relative energy (zero: lowest compared OMol25 entry of this formula, charge and spin)   258.9 kJ/mol
Highest occupied orbital energy   -5.7 eV
HOMO-LUMO gap   8.95 eV

5.
Below is C4H5IO in the gas phase, with properties calculated with wB97M-V/def2-TZVPD.

CARTESIAN COORDINATES (ANGSTROEM)
1 C -0.795 1.217 0.015
2 C 0.619 -0.690 0.830
3 C 0.089 -1.164 -0.409
4 C 0.318 0.348 -0.230
5 O -1.540 1.206 0.927
6 I -0.857 3.021 -1.322
7 H -0.118 -0.684 1.618
8 H 1.558 -0.822 1.296
9 H 0.595 -1.633 -1.253
10 H -0.915 -1.370 -0.450
11 H 1.046 0.572 -1.023

Charge   0
Relative energy (zero: lowest compared OMol25 entry of this formula, charge and spin)   62.1 kJ/mol
Highest occupied orbital energy   -9.5 eV
HOMO-LUMO gap   9.93 eV

6.
Below is a 2-piece molecular cluster, C8H13BO overall, with properties calculated with wB97M-V/def2-TZVPD.

CARTESIAN COORDINATES (ANGSTROEM)
1 B 2.067 -1.616 1.418
2 C 1.599 -1.602 -0.192
3 C -0.059 -1.389 -0.137
4 C -0.932 -2.767 0.127
5 C -2.565 -2.610 0.200
6 C -3.210 -1.108 0.057
7 C -2.343 0.283 -0.197
8 C -0.711 0.120 -0.303
9 H 1.837 -0.597 2.006
10 H 2.530 -2.551 1.960
11 H 2.069 -0.713 -0.791
12 H 1.836 -2.624 -0.736
13 H -0.351 -3.802 0.236
14 H -3.188 -3.593 0.376
15 H -4.373 -0.998 0.128
16 H -2.817 1.360 -0.278
17 H 0.051 1.014 -0.462
18 C 1.760 3.983 -0.684
19 O 0.810 3.037 -0.230
20 H 2.716 3.479 -0.841
21 H 1.420 4.418 -1.627
22 H 1.882 4.767 0.068
23 H -0.028 3.513 -0.099

Charge   0
Relative energy (zero: lowest compared OMol25 entry of this formula, charge and spin)   886.0 kJ/mol
Highest occupied orbital energy   -8.1 eV
HOMO-LUMO gap   8.26 eV

| no. | calculated total energy (a.u.) | strongest force on any atom (eV Å⁻¹) |
| --- | --- | --- |
| 1 | -594.65008 | 4.4 |
| 2 | -234.02105 | 6.5 |
| 3 | -5547.80031 | 5.0 |
| 4 | -730.90207 | 7.6 |
| 5 | -528.29983 | 2.5 |
| 6 | -412.36670 | 5.2 |